The ion C2H3O4S2 with charge -1, computed with ωB97M-V/def2-TZVPD.

Its charge is -1. The calculation puts the energy above the lowest of the compared OMol25 structures with the same formula, charge and spin at 261.65 kJ/mol. For the energy, the calculation gives -31982.6574 eV.

Positions of all 11 atoms, in Å:
1 C 0.272 0.944 -1.102
2 C -1.010 1.112 -0.997
3 O 2.379 0.204 -0.060
4 O -1.375 -2.239 1.698
5 O 0.102 -0.422 2.560
6 O 0.562 -1.469 0.120
7 S 0.011 -1.728 1.931
8 S 1.336 -0.493 -0.807
9 H -1.478 2.095 -1.425
10 H 0.902 1.662 -1.306
11 H -1.701 0.333 -0.613

Here are the Löwdin charges for atoms 1 to 2, given in e: -0.34 -0.05